This record from the OMol25 dataset describes C36H60AsF6N6O6S3 as an isolated structure at a distorted geometry. The level of theory is the ωB97M-V functional and the def2-TZVPD basis.

Total energy, eV: -169185.9780
Charge: -1
Frontier orbital gap, eV: 7.56

Structure (XYZ):
```
118
C36H60AsF6N6O6S3, DFT the ωB97M-V functional and the def2-TZVPD basis
As 1.110 21.351 -20.764
F 1.379 22.003 -22.335
F 2.594 22.052 -20.207
F 0.864 20.702 -19.184
F -0.419 20.654 -21.258
F 1.867 19.873 -21.224
F 0.274 22.802 -20.323
C 0.550 18.822 -16.497
C 2.042 18.627 -16.689
C 2.942 18.751 -15.457
C 2.650 19.892 -14.598
N 2.454 20.804 -13.930
H 0.334 19.680 -15.861
H 0.080 17.970 -15.986
H 0.044 18.937 -17.453
H 2.311 19.486 -17.331
H 2.349 17.799 -17.321
H 3.966 18.833 -15.826
H 2.911 17.850 -14.837
C -2.850 22.638 -19.430
C -3.957 23.654 -19.731
C -5.356 23.105 -19.494
C -5.657 22.814 -18.093
N -5.893 22.585 -16.993
H -2.695 21.940 -20.249
H -3.098 22.066 -18.530
H -1.929 23.155 -19.171
H -3.899 23.977 -20.770
H -3.798 24.524 -19.093
H -5.554 22.198 -20.073
H -6.119 23.814 -19.835
C 7.056 19.572 -19.799
C 5.932 19.508 -20.820
C 4.577 19.065 -20.224
C 4.668 18.009 -19.220
N 4.691 17.196 -18.409
H 7.146 18.645 -19.230
H 6.900 20.386 -19.084
H 8.024 19.753 -20.268
H 6.227 18.828 -21.619
H 5.742 20.494 -21.244
H 3.888 18.737 -21.000
H 4.094 19.928 -19.758
C -2.756 24.349 -23.559
C -2.547 25.419 -24.636
C -1.933 24.707 -25.815
S -0.716 23.602 -25.074
O 0.564 24.277 -25.062
O -0.828 22.289 -25.646
C -1.397 23.649 -23.402
H -3.540 23.655 -23.868
H -3.041 24.821 -22.621
H -1.879 26.198 -24.258
H -3.487 25.918 -24.880
H -1.475 25.327 -26.581
H -2.631 24.032 -26.316
H -0.792 24.309 -22.784
H -1.452 22.622 -23.052
C 4.773 22.016 -17.299
C 4.542 22.701 -15.947
C 5.444 23.917 -15.884
S 5.176 24.663 -17.485
O 6.340 25.410 -17.888
O 3.873 25.269 -17.512
C 5.149 23.085 -18.338
H 3.890 21.459 -17.611
H 5.607 21.315 -17.219
H 4.657 22.004 -15.118
H 3.495 23.005 -15.867
H 6.494 23.617 -15.915
H 5.238 24.609 -15.074
H 6.160 22.927 -18.709
H 4.500 23.146 -19.210
C 0.182 17.770 -25.473
C 0.671 19.092 -24.888
C 1.751 18.701 -23.890
S 2.694 17.419 -24.743
O 2.768 16.239 -23.915
O 3.918 17.950 -25.280
C 1.455 17.148 -26.030
H -0.508 17.940 -26.305
H -0.359 17.172 -24.739
H -0.070 19.741 -24.416
H 1.074 19.729 -25.683
H 1.297 18.201 -23.037
H 2.445 19.473 -23.578
H 1.416 16.104 -26.329
H 1.828 17.740 -26.869
N 3.165 22.985 -25.653
C 4.291 23.328 -26.349
C 5.228 22.351 -26.135
C 4.641 21.381 -25.278
C 3.372 21.807 -25.001
H 2.296 23.493 -25.625
H 4.307 24.229 -26.937
H 6.211 22.306 -26.574
H 5.061 20.454 -24.923
H 2.591 21.382 -24.392
N -1.270 18.032 -21.736
C -2.322 17.796 -22.569
C -2.295 16.467 -22.917
C -1.178 15.884 -22.264
C -0.554 16.882 -21.556
H -1.004 18.933 -21.362
H -2.987 18.587 -22.869
H -3.022 15.994 -23.557
H -0.869 14.854 -22.326
H 0.295 16.869 -20.894
N 1.644 25.409 -21.006
C 1.917 26.389 -20.095
C 1.709 27.600 -20.701
C 1.362 27.333 -22.062
C 1.306 25.972 -22.211
H 1.559 24.429 -20.789
H 2.207 26.104 -19.097
H 1.750 28.587 -20.271
H 1.161 28.070 -22.822
H 1.198 25.346 -23.081
```